Here is the molecule C5H12N2O in a non-equilibrium geometry from the Open Molecules 2025 dataset. Energies are from ωB97M-V/def2-TZVPD.

The HOMO-LUMO gap is 8.66 eV. The value obtained for the molar mass is 116.164 g/mol. Its LUMO energy is 0.76 eV. Its energy above the lowest of the compared OMol25 structures with the same formula, charge and spin is 52.8 kcal/mol. The value obtained for the calculated total energy is -10406.13511 eV. As for the highest occupied orbital energy: -7.900 eV.

The geometry in ORCA input format:
```
! wB97M-V def2-TZVPD RIJCOSX def2/J DEFGRID3
* xyz 0 1
O -0.78774 -2.48633 -1.63213
N -1.35502 2.28066 1.36257
N 1.43622 1.52400 0.91197
C 0.76438 0.19160 -1.01879
C -0.91573 1.51914 0.23815
C 0.33475 1.07817 0.08723
C -0.29607 -2.00035 -0.33431
C 0.99349 -1.27539 -0.57252
H -2.26950 1.95696 1.60782
H -0.76429 2.22040 2.17363
H 0.09842 0.11935 -1.87936
H -1.73161 1.21427 -0.39619
H 1.64350 0.74305 1.52848
H -1.70443 -2.26349 -1.78389
H -1.17168 -1.48602 0.09362
H -0.35394 -2.90533 0.29187
H 1.15648 2.27026 1.53359
H 1.63238 -1.86937 -1.22165
H 1.53164 -1.30517 0.39015
H 1.75873 0.47359 -1.38022
*
```